Record 1
The following is a quantum chemistry calculation of 11 unconnected molecules or ions with the total composition C16H56N2O15 in a non-equilibrium geometry, from the Open Molecules 2025 dataset.

Geometry (Å):
C1 24.69895 -3.99429 -9.45795
O1 24.92620 -2.78205 -10.16878
C2 25.52169 -3.15900 -11.41990
C3 25.44968 -2.04842 -12.40897
C4 26.27203 -2.40707 -13.70600
N1 26.01677 -0.80115 -11.98032
H1 25.63204 -4.55763 -9.46729
H2 23.87870 -4.54457 -9.91890
H3 24.39811 -3.94502 -8.41145
H4 26.55429 -3.50111 -11.35063
H5 25.00327 -3.95063 -11.96089
H6 24.40859 -1.96918 -12.72192
H7 26.05786 -1.88894 -14.64077
H8 26.08825 -3.45449 -13.94522
H9 27.35200 -2.42085 -13.55912
H10 25.66717 -0.80859 -11.03278
H11 25.70262 0.06632 -12.39130
C5 23.96524 -11.63236 -9.61159
O2 23.03353 -11.14321 -8.52870
C6 21.69668 -11.09342 -8.97307
C7 20.98890 -12.43574 -8.86075
C8 21.04001 -13.40902 -10.15370
N2 19.54361 -12.26340 -8.49076
H12 24.95177 -11.69068 -9.15175
H13 23.94132 -11.23413 -10.62596
H14 23.81127 -12.70644 -9.71516
H15 21.12314 -10.40027 -8.35767
H16 21.58031 -10.65097 -9.96241
H17 21.38369 -12.92843 -7.97221
H18 20.48396 -14.27720 -9.79989
H19 22.08378 -13.56602 -10.42572
H20 20.54655 -13.07844 -11.06766
H21 19.15399 -13.19204 -8.56770
H22 19.12868 -11.87383 -9.32512
O3 24.85257 -4.55381 0.48639
C9 23.87525 -3.79770 -0.27471
C10 24.57789 -3.48469 -1.66029
O4 23.64622 -2.84823 -2.52871
H23 24.61024 -4.86338 1.36220
H24 23.12170 -4.57992 -0.36642
H25 23.47078 -3.01354 0.36528
H26 24.83012 -4.35890 -2.26049
H27 25.39607 -2.76883 -1.58140
H28 24.17168 -2.41329 -3.20423
O5 24.13988 -15.08415 -2.41992
C11 23.68226 -13.79295 -2.93051
C12 24.04545 -12.56222 -1.96976
O6 23.09745 -12.51643 -0.94507
H29 23.87002 -15.67870 -3.12370
H30 24.01698 -13.48504 -3.92110
H31 22.62598 -13.80803 -3.19910
H32 24.03279 -11.63540 -2.54332
H33 25.06548 -12.57202 -1.58567
H34 23.37627 -13.18356 -0.31356
O7 15.38977 -2.05622 -6.18141
C13 16.09571 -0.94209 -5.64174
C14 15.39913 -0.23156 -4.56866
O8 14.36785 0.76535 -4.94688
H35 14.52762 -1.82759 -6.53643
H36 17.00280 -1.41579 -5.26639
H37 16.27562 -0.14453 -6.36259
H38 16.07973 0.29575 -3.90021
H39 14.88456 -0.91402 -3.89222
H40 14.72184 1.39070 -5.58345
O9 19.06808 -8.43357 -2.09233
C15 19.35890 -8.15942 -3.41979
C16 18.84788 -6.85068 -4.03116
O10 17.39752 -6.96787 -4.17746
H41 19.35472 -9.34188 -1.97226
H42 20.43691 -8.02236 -3.33482
H43 19.23375 -8.97980 -4.12648
H44 19.40426 -6.80406 -4.96731
H45 19.20404 -5.99789 -3.45322
H46 17.13095 -6.25910 -4.76753
O11 15.68934 -11.39250 -4.90108
H47 14.99109 -11.83736 -5.38147
H48 16.46034 -11.48124 -5.46136
O12 16.66135 -9.92293 2.95694
H49 17.50121 -10.38209 2.96261
H50 16.29643 -10.07936 3.82791
O13 12.68016 -4.61292 -2.81128
H51 12.68883 -3.87908 -2.19676
H52 11.98686 -4.39584 -3.43453
O14 15.97673 -13.21342 -0.29185
H53 15.66948 -13.86019 0.34337
H54 16.46955 -13.72361 -0.93456
O15 16.24118 -4.87904 1.08595
H55 16.88961 -4.20382 0.88630
H56 15.84170 -4.59274 1.90734

Cartesian forces, eV/Å:
0.03 -0.41 0.06
0.21 -0.78 -0.40
0.14 0.45 -0.27
0.89 0.96 -3.82
-0.40 -1.81 0.38
0.02 -0.03 2.37
-0.09 -0.42 -0.06
0.15 -0.29 -0.36
0.15 1.10 0.01
0.27 0.05 0.71
-0.44 -0.45 0.58
-0.36 0.15 0.04
-0.28 0.52 0.43
-0.31 -0.32 -0.22
-0.02 0.58 0.41
0.37 1.06 0.67
-0.34 -0.36 -0.51
-0.59 -1.41 2.32
1.44 -0.04 -2.48
-0.83 0.05 0.12
-1.29 -0.93 -1.17
0.48 1.06 1.81
0.66 0.24 -0.75
0.08 1.02 -0.16
-0.30 0.85 0.43
-0.55 -0.15 -0.22
0.33 0.02 0.54
0.36 -0.19 -0.47
0.54 -0.29 -0.33
0.56 -0.50 -0.37
-0.16 -0.67 0.08
-0.22 0.65 0.28
-0.15 -0.44 0.56
-0.38 0.73 -0.17
1.49 0.47 -0.47
0.98 -2.33 0.25
-1.28 0.60 0.34
-0.91 0.64 0.00
-0.67 0.37 -0.19
-0.76 0.66 -0.93
0.22 0.65 -0.74
0.68 -0.58 1.14
0.45 -0.54 0.68
-0.20 0.07 -0.09
-0.43 1.73 -0.85
0.78 1.46 0.38
-0.61 -1.69 -1.43
-0.01 0.39 0.73
0.12 -0.47 0.15
1.32 -0.64 -0.23
-0.51 -0.04 1.12
-0.58 -0.03 -0.14
0.16 -0.64 0.02
-0.25 -0.05 0.22
0.17 -0.01 -0.12
-0.42 -0.58 -0.79
-1.68 1.59 2.12
0.59 -1.48 0.00
-0.03 0.39 0.08
0.19 0.49 -0.07
0.63 -0.33 -0.71
0.50 0.06 -0.24
-0.24 -0.14 -0.24
0.29 0.00 -0.04
-1.52 -0.39 0.78
2.04 1.15 -0.73
-0.82 -1.66 0.69
1.72 0.56 -0.10
-0.17 -0.05 0.43
0.64 0.27 -1.04
-0.66 -0.20 0.12
-0.40 0.08 -0.49
-0.55 0.16 0.34
-0.26 0.10 -0.01
-0.02 0.02 0.19
-0.21 -0.09 -0.08
0.25 0.04 -0.13
-0.10 0.12 -0.09
0.22 -0.11 -0.09
-0.13 -0.02 0.20
0.10 -0.16 -0.03
0.06 0.15 0.20
-0.16 0.02 -0.18
-0.02 0.17 0.03
-0.10 -0.12 0.19
0.12 -0.06 -0.22
-0.07 -0.12 -0.10
0.19 0.12 -0.11
-0.12 0.01 0.22

Output
SMILES = COC[C@H](C)N.COC[C@H](C)N.OCCO.OCCO.OCCO.OCCO.O.O.O.O.O
molar mass = 516.62 Da
lowest unoccupied orbital energy = 0.42 eV
energy relative to the best compared isomer or geometry (same formula, charge and spin) = 124.1 kcal/mol
Kohn-Sham gap = 9.61 eV
HOMO energy = -9.20 eV
charge = 0
calculated total energy = -1881.015997 a.u.

Record 2
The following is a quantum chemistry calculation of 12 unconnected molecules or ions with the total composition C16H56O20 in a non-equilibrium geometry, from the Open Molecules 2025 dataset.

Geometry (Å):
O1 -1.15129 1.07085 -0.00325
C1 -0.51129 0.90585 -1.25225
C2 0.35671 -0.35415 -1.27625
O2 1.24371 -0.15115 -0.15125
H1 -1.90129 1.54985 -0.29525
H2 -1.35029 0.62885 -1.87625
H3 0.03771 1.79585 -1.58425
H4 0.96071 -0.46715 -2.12825
H5 -0.18229 -1.33315 -1.22725
H6 0.89871 0.46085 0.48575
O3 -1.85429 -3.35315 -0.27125
C3 -1.52429 -4.73515 -0.44625
C4 -1.58629 -5.41415 1.01375
O4 -1.69429 -6.80915 0.76875
H7 -1.40729 -2.88315 0.41375
H8 -2.18629 -5.28815 -1.10925
H9 -0.44429 -4.86515 -0.75825
H10 -2.36829 -5.03515 1.57975
H11 -0.65729 -5.24915 1.57275
H12 -2.48629 -7.25315 1.19575
O5 -3.95329 -0.06515 -1.12825
C5 -5.08529 -0.02315 -0.28425
C6 -5.69129 -1.43515 -0.35625
O6 -6.73629 -1.71515 0.52275
H13 -3.74129 -0.97215 -1.46225
H14 -4.60229 0.17685 0.64875
H15 -5.73229 0.83385 -0.44625
H16 -4.89029 -2.12715 -0.18025
H17 -5.97229 -1.65415 -1.33725
H18 -7.33829 -0.95015 0.62675
O7 -0.88729 -3.14815 2.94275
C7 -1.30729 -1.92415 3.55575
C8 -1.23929 -0.71215 2.54875
O8 -2.21829 -0.92615 1.67575
H19 -1.69229 -3.52015 2.48075
H20 -2.29929 -2.02415 3.88775
H21 -0.70629 -1.74515 4.48875
H22 -0.32629 -0.61315 1.99675
H23 -1.40929 0.17285 3.15075
H24 -2.20929 -0.33715 0.92075
O9 3.83171 3.47485 -1.67425
C9 2.73171 4.14485 -1.22325
C10 1.99871 3.45485 -0.05225
O10 1.11271 4.41085 0.39575
H25 4.34071 4.06485 -2.26425
H26 3.05571 5.17285 -1.04725
H27 2.17471 4.25485 -2.12725
H28 2.70071 3.15185 0.73875
H29 1.59471 2.53585 -0.37125
H30 0.70271 4.10985 1.22275
O11 -1.78129 5.15785 -0.64525
C11 -1.50029 5.94485 -1.73825
C12 -0.97529 5.06285 -2.88225
O12 -0.26829 3.96985 -2.35225
H31 -2.36329 4.40585 -0.86725
H32 -2.36029 6.53885 -2.04425
H33 -0.72529 6.52385 -1.44725
H34 -0.34229 5.62085 -3.65125
H35 -1.84829 4.77285 -3.44825
H36 0.02571 4.28785 -1.47325
O13 4.94671 -2.07715 -0.44725
C13 5.01271 -1.28115 -1.58025
C14 4.99871 0.12785 -1.09825
O14 5.19071 1.07885 -2.09325
H37 4.02671 -2.20915 -0.10525
H38 6.07271 -1.32415 -1.88725
H39 4.21771 -1.53015 -2.35725
H40 5.83371 0.33985 -0.44525
H41 4.03671 0.47785 -0.67725
H42 4.66471 1.80585 -1.89225
O15 2.01371 -5.89715 -0.13725
C15 2.74471 -4.71315 -0.11925
C16 1.71371 -3.59815 0.10475
O16 2.32071 -2.33415 0.35175
H43 1.80471 -6.12515 0.78275
H44 3.52671 -4.73515 0.64875
H45 3.27871 -4.51315 -1.05225
H46 1.04371 -3.71015 0.92075
H47 0.98771 -3.37115 -0.72125
H48 1.79071 -1.56815 0.09875
O17 -0.69929 3.17985 1.83875
H49 -0.65529 2.44585 2.40075
H50 -0.70729 2.91985 0.92075
O18 -3.41329 2.90585 -0.49325
H51 -4.28829 3.19285 -0.74525
H52 -3.47229 2.74685 0.48975
O19 1.45971 1.79385 3.06675
H53 2.06071 1.50185 2.48375
H54 1.80471 1.61985 3.94075
O20 3.46771 0.64785 1.96775
H55 3.59471 -0.29215 2.01575
H56 4.36271 0.92185 1.86875

Cartesian forces, eV/Å:
1.52 -0.32 0.89
-0.38 -2.01 -1.88
-0.68 0.90 2.35
0.65 -0.87 -1.02
-1.76 0.90 0.03
-0.02 0.63 -1.17
-0.28 -0.29 0.05
0.85 0.46 -1.30
-0.10 0.85 0.57
-0.60 0.38 0.48
-1.32 -0.56 -2.21
2.02 0.02 3.25
1.63 -1.05 -2.90
-1.34 -1.40 0.90
0.81 0.05 0.98
-0.24 0.60 -0.01
-1.30 0.07 -0.12
-1.89 0.70 0.88
-0.08 0.16 -0.23
1.50 1.23 -0.69
0.96 -0.13 -1.81
1.04 -1.53 0.33
0.13 1.33 1.14
-0.93 0.43 0.89
-0.58 1.07 0.60
-0.46 -0.20 1.42
-0.34 -0.10 -0.83
0.50 -0.41 0.69
-0.74 0.04 -2.01
0.61 -0.65 -0.30
-1.41 -0.29 -0.63
2.28 0.95 -0.46
1.22 -0.79 2.87
-3.43 -1.22 -2.16
1.41 0.70 0.86
-1.55 0.05 0.31
-0.15 -0.17 -1.08
1.19 -0.13 0.35
0.11 0.61 0.29
0.42 0.32 -0.25
3.09 -1.51 -0.57
-0.62 1.27 -0.15
2.52 1.27 -0.29
-0.85 0.56 0.09
-0.38 -0.65 0.50
-0.41 0.13 1.18
-1.82 0.00 -0.15
0.27 0.32 -0.16
-1.04 -1.16 -0.69
-0.21 0.08 0.05
-0.88 -0.88 1.28
-1.17 -1.58 -1.72
0.13 1.10 -1.15
0.14 0.17 0.21
0.26 0.40 0.11
0.00 0.23 -0.24
2.31 2.42 1.04
-0.58 -0.31 1.12
-0.23 -0.91 -0.26
-0.04 -0.43 -0.16
-0.47 -1.51 1.16
0.34 0.42 -0.14
-1.58 2.26 0.33
1.87 -1.36 -2.73
0.44 0.44 -0.56
-0.62 -0.83 -0.98
1.21 0.40 0.67
0.06 -0.86 1.09
0.23 -1.08 0.77
-1.43 2.12 0.35
-0.15 -1.28 0.01
-0.55 1.46 0.27
-0.38 2.30 -0.97
1.85 -0.92 0.42
0.04 0.01 -0.49
-0.21 0.29 0.15
-0.27 -0.45 -0.13
-0.40 -1.20 1.22
0.88 -1.11 -0.10
-0.22 0.29 0.16
-0.63 2.56 -0.56
0.47 -1.92 0.94
-0.17 -0.64 -0.15
0.30 -0.50 1.72
-0.44 0.00 -0.19
0.07 0.48 -1.35
-4.40 2.05 3.39
3.73 -1.79 -3.09
0.18 -0.10 0.08
-0.20 -0.18 0.00
-0.45 -1.07 -0.09
1.12 0.88 -0.29

Output
SMILES = OCCO.OCCO.OCCO.OCCO.OCCO.OCCO.OCCO.OCCO.O.O.O.O
molar mass = 568.60 Da
lowest unoccupied orbital energy = -0.02 eV
energy relative to the best compared isomer or geometry (same formula, charge and spin) = 92.7 kcal/mol
Kohn-Sham gap = 9.13 eV
HOMO energy = -9.15 eV
charge = 0
calculated total energy = -2147.745682 a.u.

Record 3
The following is a quantum chemistry calculation of a molecular structure, C16H57NO12 in a non-equilibrium geometry, from the Open Molecules 2025 dataset.

Geometry (Å):
C1 -0.18745 -3.87373 -1.05335
C2 -1.35067 -4.79658 -1.39437
O1 -2.47109 -4.23823 -0.75165
H1 0.01680 -4.07011 -0.00082
H2 -0.40514 -2.81521 -1.19568
H3 0.74624 -4.17577 -1.52777
H4 -1.10806 -5.80328 -1.05410
H5 -1.49824 -4.87401 -2.47155
H6 -2.43778 -4.44919 0.18430
C3 1.19209 -2.61064 -2.15380
C4 2.03203 -1.26883 -2.29203
O2 1.18106 -0.13239 -2.46908
H7 0.76235 -2.89403 -3.11459
H8 0.42776 -2.59083 -1.37694
H9 1.84322 -3.39566 -1.76927
H10 2.81408 -1.31989 -3.04959
H11 2.57152 -1.12012 -1.35665
H12 1.70789 0.64732 -2.27906
C5 -4.61958 -2.59614 -0.79447
C6 -3.22367 -2.03839 -0.91387
O3 -2.57803 -2.66915 -1.97608
H13 -4.51406 -3.67770 -0.70960
H14 -5.14669 -2.32299 -1.70861
H15 -5.21750 -2.11246 -0.02205
H16 -2.67610 -2.21543 0.01183
H17 -3.26889 -0.96063 -1.07032
H18 -2.20092 -3.50289 -1.68580
C7 2.53368 -0.43479 3.51768
C8 0.97163 -0.47222 3.40254
O4 0.50765 0.71461 2.70771
H19 2.89062 -1.42467 3.80201
H20 2.96052 0.30060 4.19968
H21 2.93330 -0.29650 2.51305
H22 0.50567 -0.58334 4.38163
H23 0.67517 -1.34631 2.82274
H24 -0.43783 0.83556 2.82185
C9 1.46246 4.10084 1.28024
C10 2.74306 3.29117 1.14477
O5 3.69208 4.04288 0.47917
H25 1.58164 4.87760 2.03559
H26 0.64713 3.47003 1.63439
H27 1.07319 4.59338 0.38919
H28 2.58850 2.29960 0.71934
H29 3.16130 3.05476 2.12317
H30 4.41180 3.44075 0.27658
C11 0.25687 3.41473 -1.36411
C12 1.14284 3.36059 -2.57349
O6 0.85431 2.20146 -3.28747
H31 0.49704 2.59575 -0.68610
H32 -0.79147 3.28625 -1.63353
H33 0.34450 4.40110 -0.90859
H34 2.17383 3.35445 -2.21977
H35 1.05800 4.18261 -3.28426
H36 0.28006 2.39926 -4.03093
O7 2.62423 1.70662 2.57030
H37 2.09879 0.92781 2.75359
H38 2.03953 2.44054 2.75931
O8 -0.72056 -0.96435 -2.03252
H39 -0.67942 -0.89891 -1.07843
H40 0.18599 -0.85561 -2.31984
O9 -0.49459 2.75732 2.60939
H41 -0.90895 1.98568 2.99553
H42 0.42702 2.68424 2.85741
O10 -2.06598 2.02300 0.21441
H43 -2.49324 1.33991 -0.30239
H44 -1.17257 1.70399 0.34194
O11 -3.49135 -0.33568 1.04811
H45 -3.20373 -0.14579 0.15511
H46 -4.43686 -0.46473 0.97336
C13 1.17801 1.99477 0.82465
C14 0.69618 0.80754 0.03595
C15 0.00978 -0.36869 0.71044
O12 -0.34274 -1.43328 -0.16616
C16 -1.50116 -2.11747 0.22631
N1 -0.29233 1.25868 -0.88885
H47 0.40226 2.44124 1.44672
H48 1.48702 2.82519 0.18982
H49 1.99700 1.80014 1.51710
H50 1.50964 0.30764 -0.48989
H51 -0.79766 0.09033 1.28092
H52 0.66391 -0.80752 1.46386
H53 -1.81994 -2.76162 -0.59318
H54 -2.28883 -1.39333 0.43438
H55 -1.38041 -2.72452 1.12353
H56 0.19384 1.93038 -1.46552
H57 -0.53160 0.46329 -1.46348

Cartesian forces, eV/Å:
-2.11 -5.60 1.70
2.74 -1.76 0.38
-1.88 -8.09 4.76
0.07 0.33 0.43
-4.12 -3.40 0.35
-1.76 -1.49 0.27
-0.33 -0.15 0.04
-0.50 0.24 0.04
0.13 -0.45 0.32
5.24 4.39 -1.98
0.56 -1.31 0.26
5.86 0.55 -1.91
-0.19 -0.13 0.17
6.07 3.27 -2.68
1.27 0.77 -0.72
-0.14 0.01 -0.42
0.11 -0.20 0.34
-0.19 0.23 -0.55
-0.93 0.89 -1.29
-7.93 -1.91 -3.57
-1.22 4.54 -4.05
-0.65 0.25 0.16
-0.37 -0.53 -0.26
0.08 -0.37 0.49
-8.23 -1.46 -2.47
0.50 -0.13 -0.82
-1.34 3.02 -2.46
-0.46 -2.36 0.34
0.36 -0.15 1.10
0.13 -2.46 3.44
-0.32 -0.15 0.25
-0.25 -0.30 -0.07
0.43 -0.51 0.18
0.04 0.30 0.11
0.17 -0.14 0.48
0.53 -1.58 -0.05
0.30 3.20 2.10
5.95 4.60 0.92
1.54 1.90 -1.58
0.55 0.53 0.03
1.50 4.30 -0.43
0.72 -0.12 0.52
4.42 2.82 -1.14
0.97 2.83 -1.04
0.12 0.20 -0.03
-0.57 4.91 -1.15
0.07 1.20 -0.07
0.47 -1.03 -1.22
0.30 4.74 0.01
-0.01 0.34 -0.08
-0.16 -0.03 -0.49
0.38 -0.20 -0.24
-0.06 0.55 0.43
-0.01 -0.08 0.11
2.79 -2.49 7.23
0.30 1.16 0.20
0.41 -0.07 1.16
-5.29 -0.31 -7.41
-0.86 0.54 -2.01
-2.29 0.01 -0.18
-3.07 1.94 2.78
-0.97 1.47 0.34
-0.62 0.00 1.35
-3.64 1.72 2.38
0.36 0.38 -0.26
-0.13 0.23 -0.83
-0.56 0.56 1.35
-0.35 0.57 0.16
-0.36 0.00 0.01
-6.58 -5.33 -3.26
0.11 -1.91 -0.47
1.71 -0.13 2.15
3.16 -0.56 9.86
6.70 1.55 4.14
1.55 -3.62 -1.73
-0.10 -4.02 -3.31
-2.15 -2.93 -0.97
-3.51 -2.15 -2.69
0.79 0.17 0.21
-0.97 -1.05 -0.81
-0.23 -0.10 -1.42
4.11 1.12 1.70
3.93 1.70 2.59
0.31 -0.24 0.64
-1.75 -3.46 -1.18
-0.64 0.38 -0.67

Output
molar mass = 455.63 Da
lowest unoccupied orbital energy = 0.03 eV
energy relative to the best compared isomer or geometry (same formula, charge and spin) = 1059.8 kcal/mol
Kohn-Sham gap = 6.97 eV
HOMO energy = -6.94 eV
charge = 0
calculated total energy = -1599.634013 a.u.